# 1
14
Properties=species:S:1:pos:R:3:forces:R:3 method="wB97M-V/def2-TZVPD" homo_energy_ev=-8.93 gap_ev=8.3 lumo_energy_ev=-0.60 total_energy_ha=-1065.542265 de_lowest_ev=5.074
C 0.379 -0.345 -0.902 -0.9 3.0 -0.5
C -0.830 -1.251 -0.529 -1.6 2.7 -1.4
C -1.551 -0.196 0.331 -2.1 1.5 3.9
C -2.013 0.661 1.157 1.3 -0.7 -3.6
C 1.302 -0.088 0.267 0.6 -0.9 2.4
H -0.319 1.718 -0.595 1.2 -3.5 -4.5
H 0.999 -0.827 -1.585 1.0 -0.8 -1.7
H -1.493 -1.559 -1.439 1.3 1.1 1.4
H -0.453 -2.190 -0.164 -0.2 0.0 1.1
H -2.368 1.742 1.486 0.9 -3.2 -0.6
H 2.697 1.151 1.673 -0.3 0.0 -0.6
O -0.005 0.989 -1.580 -0.6 0.7 5.6
S 2.149 1.493 0.470 -0.7 -1.2 -0.2
S 1.505 -1.298 1.410 0.1 1.3 -1.2



# 2
10
Properties=species:S:1:pos:R:3:forces:R:3 method="wB97M-V/def2-TZVPD" homo_energy_ev=-9.17 gap_ev=6.9 lumo_energy_ev=-2.30 total_energy_ha=-1326.329609 de_lowest_ev=7.853
C -3.259 1.019 0.111 -2.6 1.1 0.1
C -2.095 0.754 0.166 3.7 -2.4 -0.3
C 1.681 -0.029 0.451 -0.4 -0.5 1.1
Si 0.369 -1.122 -0.512 -0.2 4.9 1.7
Cl 1.931 1.645 -0.093 -0.5 -0.6 0.1
Cl 3.208 -0.965 0.092 -0.5 0.0 0.2
H -4.252 1.452 0.149 0.6 -0.4 -0.1
H 1.488 -0.024 1.569 0.6 0.0 -1.4
H 0.175 -0.292 -1.639 -0.3 -0.3 -1.5
H 0.754 -2.441 -0.294 -0.3 -1.8 0.1



# 3
34
Properties=species:S:1:pos:R:3:forces:R:3 method="wB97M-V/def2-TZVPD" homo_energy_ev="-15.85 / -15.85" gap_ev="3.6 / 3.5" charge=+2 lumo_energy_ev="-12.29 / -12.31" total_energy_ha=-1121.528017
C 1.847 2.379 1.752 1.4 1.0 1.4
C 2.550 -1.163 0.415 2.3 -1.4 0.8
H 2.067 2.946 0.826 -0.7 -0.5 -0.3
H 2.840 2.032 2.086 0.2 -0.6 0.3
H 1.547 3.060 2.543 -0.2 0.1 -0.1
H 2.449 -1.837 -0.425 -0.7 -0.3 0.1
H 3.236 -0.366 0.001 -0.6 0.6 0.3
H 3.185 -1.627 1.187 -0.2 -0.1 -0.3
C -0.415 2.702 -0.200 0.0 0.1 -1.1
C -0.970 3.452 -1.236 0.1 -0.3 0.8
C -1.627 2.777 -2.264 -0.1 -0.1 -0.2
C -1.753 1.388 -2.225 0.8 -0.4 1.0
H -0.004 3.137 0.709 -0.2 0.1 -0.6
H -0.880 4.533 -1.176 -0.3 -0.2 -0.2
H -2.068 3.327 -3.093 0.1 -0.1 0.2
H -2.341 0.824 -2.943 0.1 0.4 0.0
N -0.302 1.359 -0.303 -0.3 -0.4 0.6
C -1.054 0.683 -1.218 0.0 1.2 -0.4
C -1.100 -0.779 -1.071 -0.4 -1.1 -0.1
N -0.325 -1.324 -0.092 -0.1 0.2 -0.3
C -0.329 -2.673 0.026 -0.5 0.2 -0.5
C -1.914 -2.951 -1.789 0.1 0.3 0.3
C -1.091 -3.512 -0.810 0.4 0.4 0.4
H 0.300 -3.089 0.814 -0.2 0.0 -0.3
H -1.022 -4.586 -0.674 0.0 0.2 0.0
C -1.946 -1.565 -1.893 0.9 0.5 0.6
H -2.589 -1.053 -2.600 0.1 -0.3 0.0
H -2.530 -3.562 -2.453 0.2 0.1 0.3
Zr 1.202 0.363 1.166 -3.0 1.7 -4.0
C 0.933 -1.301 2.803 0.6 -2.9 2.9
H 1.483 -2.237 2.615 0.1 0.6 -0.3
H -0.141 -1.528 2.856 0.0 0.8 -0.8
H 1.221 -0.936 3.806 0.2 0.3 -0.7
Cl -0.457 1.128 2.859 0.0 -0.1 0.0



# 4
16
Properties=species:S:1:pos:R:3:forces:R:3 method="wB97M-V/def2-TZVPD" homo_energy_ev=-9.06 gap_ev=9.8 lumo_energy_ev=0.78 total_energy_ha=-363.041946 de_lowest_ev=1.186 smiles="NCCCC(=O)O"
N -2.114 0.779 0.286 0.0 0.5 1.2
C -1.214 0.224 1.286 0.3 -0.1 -0.6
C 0.289 0.144 0.824 -2.4 0.2 -0.3
C 0.429 -0.864 -0.341 2.6 0.0 1.3
C 1.717 -0.549 -1.089 -0.2 0.8 -1.1
O 2.860 -0.762 -0.778 -0.6 -0.2 0.3
O 1.397 0.130 -2.222 -0.9 -0.1 0.0
H -2.128 0.303 -0.583 0.0 0.1 -0.8
H -2.208 1.787 0.285 0.2 -0.4 -0.5
H -1.198 0.923 2.121 -0.4 -0.4 0.3
H -1.666 -0.746 1.515 0.5 0.0 0.6
H 0.401 1.213 0.625 1.0 -0.3 -0.6
H 0.945 -0.204 1.605 0.2 0.3 0.4
H 0.766 -1.752 0.207 -0.9 -0.5 -0.4
H -0.425 -1.010 -0.983 -0.1 0.1 -0.1
H 2.147 0.384 -2.757 0.8 -0.1 0.1



# 5
85
Properties=species:S:1:pos:R:3:forces:R:3 method="wB97M-V/def2-TZVPD" homo_energy_ev=-2.59 gap_ev=6.2 charge=-2 lumo_energy_ev=3.59 total_energy_ha=-6342.871428 de_lowest_ev=1.678
Ca -0.262 -0.680 -2.227 0.2 0.2 0.2
Br -2.669 6.985 2.509 -0.1 0.0 0.0
C -0.848 6.503 2.296 0.1 0.0 0.0
C -0.407 6.006 1.080 0.1 0.0 0.0
C 0.929 5.665 0.925 -0.2 0.0 -0.1
C 1.825 5.823 1.977 0.7 -0.1 0.0
C 1.366 6.338 3.179 -0.1 0.0 0.2
C 0.028 6.666 3.354 0.1 0.0 0.0
N 3.258 5.675 1.818 -0.8 -0.2 -0.2
N 3.758 4.748 1.131 0.0 -0.3 0.3
C 3.118 3.578 0.690 0.1 0.3 -0.1
C 3.646 3.117 -0.515 0.0 0.0 -0.2
C 3.099 2.088 -1.255 0.1 0.1 0.1
C 1.958 1.396 -0.797 -0.1 -0.2 0.0
O 1.437 0.443 -1.428 0.5 0.4 0.3
C 1.428 1.803 0.521 -0.1 -0.2 -0.2
N 0.372 1.087 0.966 0.1 0.1 0.0
C -0.069 1.300 2.182 0.1 0.0 0.0
C 0.568 2.184 3.071 -0.1 -0.1 0.0
C 1.619 2.930 2.619 0.1 0.1 -0.1
C 2.041 2.822 1.275 0.1 0.1 0.2
H -1.099 5.874 0.260 0.0 0.0 0.0
H 1.273 5.259 -0.018 0.0 0.0 0.0
H 2.073 6.472 3.990 0.0 0.0 0.0
H -0.327 7.046 4.303 0.0 0.0 0.0
H 4.507 3.660 -0.892 0.0 0.0 0.0
H 3.520 1.784 -2.205 0.0 0.0 0.0
H -0.942 0.731 2.489 0.0 0.0 0.0
H 0.231 2.260 4.098 0.0 0.0 0.0
H 2.152 3.582 3.296 0.0 0.1 0.0
C 3.686 -5.689 -4.183 0.1 -0.1 0.0
C 3.472 -4.236 -4.538 -0.1 0.2 0.1
O 2.515 -3.692 -3.631 0.4 -0.4 0.0
P 1.315 -2.699 -4.010 0.0 0.0 0.4
O 0.440 -2.701 -2.778 0.4 -0.5 -0.8
Te 0.428 -3.237 -6.139 0.0 0.0 0.1
O 2.023 -1.236 -3.959 -0.3 0.0 -0.7
C 2.448 -0.513 -5.143 0.1 -0.1 0.4
C 1.422 0.510 -5.580 -0.1 0.0 0.0
H 4.403 -6.144 -4.871 0.0 0.0 0.0
H 2.741 -6.229 -4.256 0.0 0.0 0.0
H 4.063 -5.795 -3.165 0.0 0.0 0.0
H 3.113 -4.141 -5.564 -0.1 0.0 0.0
H 4.397 -3.661 -4.441 0.0 0.0 0.0
H 2.664 -1.229 -5.937 0.0 0.0 -0.1
H 3.379 -0.028 -4.845 0.0 0.0 0.0
H 0.638 0.042 -6.175 0.0 0.0 0.0
H 1.912 1.282 -6.180 0.0 0.0 0.0
H 0.938 0.973 -4.717 0.1 0.0 0.0
Cl -4.445 -3.001 -0.650 -0.1 0.0 0.0
C -2.840 -0.422 -4.605 -0.1 -0.1 0.0
C -2.141 0.909 -4.326 0.2 0.0 0.1
C -3.135 1.916 -3.749 -0.1 0.1 0.1
O -1.059 0.739 -3.481 -0.8 0.5 -0.6
H -3.669 -0.310 -5.313 0.0 0.0 0.0
H -3.248 -0.847 -3.681 0.0 0.0 0.0
H -2.135 -1.144 -5.025 0.0 0.0 0.0
H -1.812 1.317 -5.302 0.1 0.0 0.0
H -3.600 1.506 -2.846 0.0 0.0 0.0
H -3.928 2.163 -4.463 0.0 0.0 0.0
H -2.613 2.836 -3.474 0.0 0.0 0.0
N -1.290 -3.603 4.369 0.0 -0.1 0.2
C -1.787 -3.773 5.643 0.3 -0.2 -0.1
C -1.348 -4.515 6.736 -0.1 0.1 0.0
C -2.118 -4.448 7.884 -0.1 0.1 0.0
C -3.286 -3.667 7.935 0.1 0.0 -0.1
C -3.708 -2.936 6.839 0.0 0.0 0.0
C -2.943 -2.990 5.675 -0.3 0.3 -0.2
N -3.142 -2.362 4.450 0.1 -0.2 0.3
C -2.143 -2.754 3.709 0.1 0.1 -0.5
C -1.879 -2.348 2.308 0.0 -0.2 0.6
C -0.740 -2.796 1.631 0.0 0.0 0.0
C -0.491 -2.307 0.373 -0.1 0.1 0.0
N -1.306 -1.440 -0.249 -0.4 -0.5 0.6
C -2.451 -1.122 0.350 0.4 0.3 0.3
C -2.745 -1.505 1.661 -0.2 0.1 -0.3
H -0.463 -4.018 3.981 0.0 0.0 0.0
H -0.448 -5.115 6.696 0.0 0.0 0.0
H -1.814 -5.007 8.760 0.0 0.0 0.0
H -3.864 -3.641 8.850 0.0 0.0 0.0
H -4.609 -2.337 6.868 0.0 0.0 0.0
H -0.037 -3.495 2.064 0.0 0.0 0.0
H 0.406 -2.605 -0.161 0.0 0.0 -0.1
H -3.094 -0.428 -0.170 -0.1 -0.1 -0.1
H -3.657 -1.174 2.134 0.0 0.0 0.0



# 6
98
Properties=species:S:1:pos:R:3:forces:R:3 method="wB97M-V/def2-TZVPD" spin_multiplicity=5 homo_energy_ev="-8.61 / -9.25" gap_ev="7.0 / 5.3" charge=+1 lumo_energy_ev="-1.58 / -3.96" total_energy_ha=-3515.055708 s2=6.204
C -2.562 0.867 -1.648 0.1 -0.1 -0.3
C -2.997 -1.332 -0.832 0.2 0.3 -0.3
C -3.750 0.862 -2.375 0.4 0.7 0.2
C -4.272 -1.290 -1.472 0.0 0.0 0.0
C -4.636 -0.209 -2.259 0.2 -0.6 0.3
H -3.968 1.733 -2.992 -0.1 -0.2 0.2
H -4.923 -2.147 -1.349 -0.1 0.1 0.0
H -5.595 -0.185 -2.774 0.2 -0.1 0.1
N -2.174 -0.221 -0.957 -0.9 0.1 -0.3
P -0.742 2.321 0.006 -0.1 1.2 -0.3
P -0.777 -2.451 0.390 1.2 -1.3 -0.1
C -1.614 2.075 -1.633 -0.2 0.0 -0.2
H -0.835 1.926 -2.395 -0.3 0.0 0.2
H -2.146 3.005 -1.868 0.0 -0.4 -0.3
C -2.481 -2.431 -0.109 -1.0 -0.1 -0.3
H -3.127 -3.296 0.076 0.1 0.4 -0.2
C 0.085 -3.438 -1.008 -0.3 -0.5 0.2
C -0.689 -3.530 1.978 -0.2 -0.1 -0.1
C 0.763 3.475 -0.329 -0.2 0.3 -0.1
C -2.082 3.264 0.963 0.2 0.2 -0.1
C 1.605 -3.232 -0.876 0.1 0.0 0.0
H 2.019 -3.746 0.000 -0.1 0.2 -0.3
H 2.102 -3.646 -1.768 -0.1 0.0 0.2
H 1.860 -2.168 -0.811 0.0 -0.3 0.1
C -0.256 -4.941 -0.989 0.3 0.0 -0.4
H 0.182 -5.471 -0.135 -0.2 0.2 -0.3
H -1.341 -5.107 -1.021 0.3 0.0 0.0
H 0.169 -5.397 -1.899 -0.1 0.1 0.2
C -0.388 -2.885 -2.363 -0.1 0.1 0.0
H 0.187 -3.367 -3.171 -0.2 0.1 0.3
H -1.453 -3.095 -2.534 0.3 0.1 0.0
H -0.224 -1.804 -2.442 -0.2 -0.3 0.0
C 0.757 -4.002 2.230 0.0 0.0 0.0
H 1.454 -3.154 2.209 -0.1 -0.2 0.0
H 0.809 -4.449 3.236 -0.1 0.1 -0.3
H 1.092 -4.769 1.523 -0.1 0.2 0.2
C -1.104 -2.712 3.209 0.0 0.0 0.1
H -0.413 -1.887 3.406 -0.1 -0.1 -0.1
H -2.126 -2.327 3.129 0.2 0.0 0.0
H -1.071 -3.377 4.089 0.0 0.2 -0.3
C -1.647 -4.730 1.913 0.1 -0.2 0.1
H -1.417 -5.430 1.106 -0.1 0.2 0.2
H -1.565 -5.288 2.860 -0.1 0.2 -0.2
H -2.686 -4.403 1.805 0.1 -0.1 0.1
C -1.560 3.468 2.397 -0.2 0.1 0.1
H -2.331 4.007 2.969 0.2 -0.1 -0.1
H -1.386 2.510 2.901 0.0 0.2 -0.1
H -0.637 4.060 2.433 -0.2 -0.2 0.0
C -3.376 2.426 1.017 0.0 -0.2 0.1
H -3.920 2.452 0.064 0.2 0.0 0.2
H -3.194 1.385 1.299 -0.2 0.2 -0.1
H -4.031 2.860 1.788 0.1 -0.1 -0.2
C -2.467 4.624 0.344 -0.1 0.2 0.4
H -3.415 4.949 0.801 0.2 -0.1 -0.2
H -1.736 5.408 0.562 -0.3 -0.2 -0.1
H -2.620 4.571 -0.740 0.0 0.1 0.2
C 1.109 3.416 -1.819 0.2 0.0 -0.2
H 0.334 3.869 -2.454 0.2 -0.1 0.2
H 2.052 3.961 -1.998 -0.3 -0.1 0.1
H 1.273 2.380 -2.133 -0.1 0.4 0.0
C 1.960 2.909 0.452 0.1 0.0 0.0
H 2.194 1.879 0.151 -0.1 0.2 0.2
H 2.848 3.528 0.241 -0.3 -0.1 0.1
H 1.796 2.941 1.538 0.0 0.0 -0.2
C 0.598 4.956 0.056 0.2 0.2 -0.2
H -0.148 5.461 -0.571 0.2 -0.2 0.3
H 0.367 5.103 1.119 0.0 0.0 -0.4
H 1.558 5.467 -0.133 -0.2 -0.2 0.1
Fe -0.498 -0.088 0.053 0.2 0.2 1.5
C -1.266 0.095 1.667 -2.1 -0.1 5.4
O -1.670 0.164 2.775 1.1 0.1 -3.2
N 0.859 0.033 -1.250 3.0 -0.2 -3.4
C 1.564 0.002 -2.181 -0.8 0.0 1.5
C 2.505 -0.087 -3.332 0.0 0.1 -0.2
C 1.998 -1.127 -4.328 -0.3 -0.5 -0.2
C 2.589 1.262 -4.043 0.0 0.5 -0.2
C 3.893 -0.469 -2.829 0.4 -0.2 0.4
H 1.998 -2.136 -3.895 -0.1 0.3 -0.1
H 0.983 -0.883 -4.670 0.2 -0.1 0.1
H 2.657 -1.137 -5.206 -0.1 0.1 0.3
H 3.051 2.025 -3.404 -0.2 -0.2 -0.2
H 3.216 1.159 -4.938 -0.1 -0.1 0.2
H 1.597 1.605 -4.368 0.3 0.0 0.1
H 4.589 -0.498 -3.678 -0.2 0.0 0.2
H 4.270 0.268 -2.107 -0.1 -0.2 -0.1
H 3.894 -1.459 -2.354 0.0 0.2 -0.1
C 3.467 -0.539 3.521 -0.1 -0.1 -0.1
N 2.420 0.445 3.737 -0.3 0.3 -0.3
C 2.427 1.317 4.907 -0.3 0.3 -0.1
C 1.487 0.531 2.783 0.5 -1.4 -0.8
O 1.496 -0.277 1.822 -0.4 1.3 0.9
H 4.156 -0.466 4.355 0.2 -0.2 0.0
H 3.981 -0.339 2.571 -0.1 -0.1 0.3
H 3.027 -1.542 3.459 0.2 0.2 0.1
H 2.512 2.377 4.618 0.1 -0.3 0.1
H 1.494 1.204 5.481 0.4 0.0 -0.1
H 3.282 1.033 5.524 -0.3 0.2 0.0
H 0.731 1.329 2.908 0.2 -0.3 0.0



# 7
28
Properties=species:S:1:pos:R:3:forces:R:3 method="wB97M-V/def2-TZVPD" homo_energy_ev=-8.16 gap_ev=8.6 lumo_energy_ev=0.48 total_energy_ha=-612.238684 de_lowest_ev=3.049 smiles=Cc1ccc(O)cc1.Cc1c[nH]cn1
C -3.016 -1.118 -1.313 -4.5 -1.9 0.4
C -2.405 -0.468 -0.159 2.5 0.8 0.3
C -2.507 0.933 0.115 0.2 -3.1 0.5
C -1.765 1.407 1.193 0.1 2.5 0.6
C -0.883 0.681 1.977 0.0 -3.0 0.1
O 0.002 1.201 2.989 -2.5 -1.5 1.6
C -0.830 -0.749 1.719 -1.3 2.5 -1.8
C -1.490 -1.299 0.571 0.5 0.9 1.6
H -3.863 -0.574 -1.803 0.6 0.1 0.7
H -3.573 -2.059 -0.833 1.2 1.6 -1.5
H -2.456 -1.426 -2.159 1.2 -0.4 -0.3
H -3.228 1.506 -0.468 0.4 0.2 0.3
H -1.885 2.476 1.427 0.2 -0.4 -0.1
H -0.305 0.802 3.919 0.9 1.3 -3.1
H -0.184 -1.264 2.364 0.9 -1.2 0.5
H -1.203 -2.359 0.260 -0.9 1.6 0.4
C 1.820 0.131 -2.616 -2.2 -1.1 1.3
C 2.351 0.191 -1.194 -0.4 0.0 -0.3
C 1.818 -0.263 0.038 1.8 1.9 -3.5
N 2.839 0.033 0.879 0.7 0.1 0.6
C 3.873 0.600 0.219 -1.6 -0.1 -0.8
N 3.615 0.759 -1.042 -1.2 -1.3 -0.5
H 2.517 -0.463 -3.180 0.5 0.4 -0.7
H 1.584 1.141 -2.989 0.4 -0.6 -0.2
H 0.861 -0.515 -2.662 1.2 1.2 0.2
H 0.790 -0.348 0.269 -0.3 -0.6 0.4
H 2.771 0.101 1.848 -0.2 -0.2 1.7
H 4.752 0.942 0.633 1.6 0.4 1.3



# 8
76
Properties=species:S:1:pos:R:3:forces:R:3 method="wB97M-V/def2-TZVPD" homo_energy_ev="-14.45 / -14.18" gap_ev="7.1 / 6.8" charge=+2 lumo_energy_ev="-7.37 / -7.34" total_energy_ha=-2837.257782
Mo 1.251 -0.126 0.148 0.4 0.7 0.5
O 2.446 2.514 2.861 0.2 0.1 0.0
C 1.481 1.992 2.439 -0.6 -0.3 -0.4
O 1.496 1.377 1.163 0.6 -0.2 0.2
C 0.128 1.906 3.057 0.0 -0.2 0.1
C -0.187 2.924 3.946 0.0 0.0 0.0
C -1.413 2.928 4.597 0.0 0.0 0.0
C -2.319 1.905 4.373 0.0 0.0 0.0
C -2.002 0.866 3.505 0.0 0.1 -0.1
C -0.789 0.857 2.829 0.2 0.1 0.0
P -0.403 -0.638 1.865 -0.5 0.3 -0.5
C -1.932 -1.261 1.149 0.0 -0.1 0.1
C -2.471 -0.599 0.042 -0.1 -0.1 0.1
C -3.660 -1.039 -0.513 0.0 0.0 0.0
C -4.314 -2.141 0.030 0.0 0.0 0.0
C -3.782 -2.799 1.127 0.0 0.0 0.0
C -2.592 -2.361 1.693 0.0 0.0 0.0
C 0.255 -1.828 3.035 0.2 0.0 0.0
C 0.626 -1.428 4.320 0.0 -0.1 0.0
C 1.160 -2.357 5.202 0.0 0.0 0.0
C 1.327 -3.675 4.805 0.0 0.0 0.0
C 0.978 -4.072 3.518 0.0 0.0 0.0
C 0.458 -3.152 2.628 0.0 0.0 0.0
H 0.537 3.709 4.120 0.0 0.0 0.0
H -1.653 3.727 5.286 0.0 0.0 0.0
H -3.276 1.908 4.879 0.0 0.0 0.0
H -2.711 0.061 3.354 0.0 0.0 0.0
H -1.980 0.276 -0.362 0.1 0.0 0.0
H -4.083 -0.525 -1.366 0.0 0.0 0.0
H -5.249 -2.478 -0.399 0.0 0.0 0.0
H -4.294 -3.653 1.551 0.0 0.0 0.0
H -2.190 -2.871 2.559 0.0 0.0 0.0
H 0.489 -0.404 4.642 0.0 0.0 0.0
H 1.442 -2.050 6.200 0.0 0.0 0.0
H 1.733 -4.398 5.501 0.0 0.0 0.0
H 1.114 -5.102 3.214 0.0 0.0 0.0
H 0.197 -3.463 1.624 0.0 0.0 0.0
C 3.007 -5.737 -1.384 -0.1 0.1 0.0
O 2.319 -4.538 -0.905 0.2 0.0 0.0
C 2.632 -3.414 -1.485 0.0 -0.1 0.1
S 3.609 -3.046 -2.689 0.1 0.0 -0.1
S 1.625 -2.108 -0.695 -0.3 -0.1 -0.2
H 2.637 -6.535 -0.753 0.0 0.0 0.0
H 4.079 -5.600 -1.273 0.0 0.0 0.0
H 2.748 -5.899 -2.427 0.0 0.0 0.0
C -1.005 1.616 -4.579 -0.1 -0.1 0.0
C -0.866 0.801 -3.292 0.0 0.0 -0.2
C -0.544 -0.662 -3.575 -0.1 0.0 -0.1
Sb 0.560 1.626 -1.917 -0.2 -0.8 0.2
C -0.243 3.426 -1.108 -0.1 0.1 0.0
C -1.425 3.094 -0.202 0.0 0.1 0.0
C -0.618 4.416 -2.208 0.0 0.1 0.1
C 2.479 2.035 -2.783 -0.1 0.0 -0.1
C 2.371 2.647 -4.178 0.2 0.1 0.0
C 3.322 0.762 -2.781 0.1 0.1 -0.1
H -1.809 1.187 -5.181 0.0 0.0 0.0
H -0.098 1.576 -5.179 0.0 0.0 0.0
H -1.251 2.661 -4.403 0.0 0.0 0.0
H -1.792 0.862 -2.713 -0.1 0.0 0.0
H 0.397 -0.770 -4.120 0.0 0.0 0.0
H -1.333 -1.086 -4.202 0.0 0.0 0.0
H -0.488 -1.264 -2.668 0.0 0.0 0.0
H 0.590 3.817 -0.519 0.0 0.1 0.0
H -2.261 2.685 -0.774 0.0 0.0 0.0
H -1.783 4.007 0.280 0.0 0.0 0.0
H -1.169 2.386 0.587 0.0 0.0 0.0
H -1.472 4.063 -2.787 0.0 0.0 0.0
H 0.202 4.628 -2.894 0.0 0.0 0.0
H -0.908 5.364 -1.749 0.0 0.0 0.0
H 2.895 2.759 -2.079 0.1 0.1 0.0
H 1.969 1.934 -4.895 0.0 0.0 0.0
H 3.373 2.920 -4.519 0.0 0.0 0.0
H 1.762 3.549 -4.207 0.0 0.0 0.0
H 2.928 0.014 -3.471 0.0 0.0 0.0
H 3.400 0.297 -1.794 0.0 0.0 0.1
H 4.341 0.998 -3.097 0.0 0.0 0.0